Entry 1:
C33H24F10IIrN8O2 | ωB97M-V with the def2-TZVPD basis set

Calculated values
Orbital gap (alpha / beta): 0.231 / 0.214 Ha
⟨S²⟩: 0.7960
E_LUMO (alpha / beta): -3.84 / -4.31 eV
HOMO energy (alpha / beta): -0.372 / -0.372 Eh
Total energy: -88732.51283 eV

Structure (ORCA input):
```
! wB97M-V def2-TZVPD RIJCOSX def2/J DEFGRID3
* xyz 1 2
Ir 0.0863 0.7684 0.6394
O 4.5847 0.9181 -0.0632
C 4.8850 0.0432 0.9155
C 6.2383 -0.1422 1.2006
C 6.6256 -1.0185 2.1892
C 5.6778 -1.7348 2.9252
C 4.3434 -1.5524 2.6574
C 3.9171 -0.6656 1.6527
C 2.4876 -0.4613 1.4369
O 2.1135 0.2798 0.4241
N 1.6337 -1.0496 2.2698
N 0.3729 -0.6824 1.9676
C -0.6681 -1.0566 2.6247
C -1.9291 -0.4473 2.2112
C -3.1494 -0.7937 2.7694
C -4.3054 -0.1851 2.3068
C -4.2144 0.7630 1.3006
C -2.9679 1.0868 0.7954
N -1.8544 0.4993 1.2319
H 3.6173 0.9079 -0.1765
H 6.9614 0.4175 0.6234
H 7.6797 -1.1520 2.3951
H 5.9910 -2.4206 3.6995
H 3.5892 -2.0864 3.2183
H -0.6083 -1.7671 3.4368
H -3.1814 -1.5428 3.5484
H -5.2657 -0.4485 2.7288
H -5.0901 1.2657 0.9172
H -2.8220 1.8565 0.0504
C 0.9835 -0.5038 -1.9555
N -0.2985 -0.1965 -1.2657
C -1.0053 0.8306 -2.1088
C -0.3646 2.1853 -1.9389
N -0.3858 2.4405 -0.5149
C -0.2296 3.7413 -0.0693
C -0.8571 4.1964 1.0976
F -1.6490 3.3559 1.7980
C -0.7134 5.4761 1.5927
F -1.3400 5.8233 2.7174
C 0.0579 6.4041 0.9138
F 0.1873 7.6440 1.3745
C 0.6904 6.0090 -0.2499
F 1.4602 6.8672 -0.9120
C 0.5596 4.7080 -0.7074
F 1.2839 4.3658 -1.7871
C -1.1691 -1.4258 -1.3137
C -0.5197 -2.7906 -1.1423
N -0.0703 -3.1077 0.1889
C 0.5658 -4.2594 0.3980
C 1.0415 -5.2066 -0.5643
F 0.8580 -5.0017 -1.8696
C 1.7216 -6.3469 -0.2097
F 2.1565 -7.1817 -1.1434
C 1.9654 -6.6334 1.1295
F 2.6164 -7.7291 1.4634
C 1.5072 -5.7633 2.1131
F 1.7141 -6.0508 3.3921
C 0.8331 -4.6239 1.7550
F 0.3719 -3.8529 2.7290
H 0.7669 -0.8933 -2.9531
H 1.5568 -1.2270 -1.3875
H 1.5754 0.4001 -2.0470
H -2.0464 0.8575 -1.7880
H -0.9736 0.4896 -3.1468
H -0.9527 2.9288 -2.4860
H 0.6323 2.1863 -2.3912
H -1.5870 -1.4529 -2.3257
H -1.9988 -1.2804 -0.6226
H 0.2695 -2.9035 -1.8858
H -1.2874 -3.5175 -1.4395
I 4.0701 4.1276 3.7621
C 2.3708 3.0598 3.3262
C 1.4375 2.5553 4.2076
N 0.5154 1.9128 3.4763
N 0.7902 1.9831 2.1652
C 1.9254 2.6722 2.0619
H 1.3603 2.6273 5.2790
H -0.3247 1.4560 3.7903
H 2.3649 2.8671 1.0978
*
```

Here are the Löwdin charges for atoms 1 to 8, given in e:
1 Ir 1.46
2 O 0.08
3 C -0.25
4 C 0.00
5 C -0.05
6 C -0.08
7 C -0.02
8 C -0.08

---

Entry 2:
C33H24HgN9OS2 | ωB97M-V with the def2-TZVPD basis set

Calculated values
Orbital gap: 0.165 Ha
⟨S²⟩: 0.7901
E_LUMO: 3.50 eV
HOMO energy: -0.036 Eh
Total energy: -75913.57632 eV

Structure (ORCA input):
```
! wB97M-V def2-TZVPD RIJCOSX def2/J DEFGRID3
* xyz -2 2
Hg 1.7974 -1.0018 -1.2585
C 2.6509 1.9950 -7.8019
C 3.6829 2.5383 -7.0046
C 3.7851 2.2509 -5.6859
C 2.7846 1.3757 -4.9719
C 1.7461 0.8009 -5.9043
C 1.6989 1.1271 -7.2165
N 2.5321 2.0453 -2.5082
N 2.6683 3.2444 -1.7657
C 2.5180 3.0180 -0.4775
C 2.7436 4.1189 0.4310
C 2.6119 3.9336 1.7710
C 2.2566 2.6627 2.2785
C 2.0378 1.6658 1.3501
N 2.1292 1.7990 0.0258
H 2.5845 2.2476 -8.8515
H 4.4038 3.2104 -7.4556
H 4.5649 2.6780 -5.0683
H 1.0265 0.1453 -5.4320
H 0.9087 0.7153 -7.8339
H 3.0233 5.0737 0.0036
H 2.7887 4.7637 2.4497
H 2.1596 2.4682 3.3384
H 1.7652 0.6681 1.6876
S 3.1325 -2.0148 0.4459
C 2.2822 -3.5471 0.7023
C 2.7286 -4.2848 1.8068
C 2.1668 -5.4947 2.1744
C 1.1101 -5.9981 1.4237
C 0.6539 -5.2836 0.3318
C 1.2101 -4.0572 -0.0752
S 0.5071 -3.2888 -1.4856
H 3.5446 -3.8732 2.3903
H 2.5437 -6.0298 3.0388
H 0.6399 -6.9387 1.6895
H -0.1726 -5.6682 -0.2541
N -4.6689 0.1684 3.3547
C -5.5481 -0.1498 4.3634
C -6.7497 0.4084 4.7820
C -7.3745 -0.1915 5.8610
C -6.8179 -1.3104 6.4976
C -5.6215 -1.8589 6.0742
C -4.9760 -1.2683 4.9898
N -3.7859 -1.6062 4.3742
C -3.6347 -0.7353 3.4124
C -2.5035 -0.6791 2.4765
C -2.4740 0.2204 1.4155
C -1.3677 0.2304 0.5818
N -0.3268 -0.5732 0.7461
C -0.3561 -1.4369 1.7573
C -1.4190 -1.5301 2.6441
H -4.7387 0.9364 2.7132
H -7.1799 1.2722 4.2913
H -8.3128 0.2109 6.2214
H -7.3394 -1.7501 7.3385
H -5.1864 -2.7214 6.5615
H -3.2840 0.9109 1.2145
H -1.3099 0.9221 -0.2505
H 0.5128 -2.0777 1.8574
H -1.4085 -2.2460 3.4535
N 0.1010 2.2291 -2.2913
C 1.2277 1.4957 -2.7914
O 1.0984 0.1649 -2.8850
C 2.0541 2.1979 -3.8763
C 1.5924 3.4807 -4.3585
N 1.1865 4.4763 -4.7679
C 3.5531 0.2673 -4.3631
N 4.2660 -0.5603 -4.0078
H 0.2721 2.4293 -1.3093
H -0.6962 1.6087 -2.3687
*
```

Here are the natural (NBO) charges for atoms 1 to 8, given in e:
1 Hg 1.37
2 C -0.20
3 C -0.27
4 C -0.04
5 C -0.27
6 C -0.09
7 C -0.26
8 N -0.27

---

Entry 3:
C33H25CdN10OSSe | ωB97M-V with the def2-TZVPD basis set

Calculated values
Orbital gap: 0.289 Ha
E_LUMO: -2.90 eV
HOMO energy: -0.395 Eh
Total energy: -132319.13742 eV

Structure (ORCA input):
```
! wB97M-V def2-TZVPD RIJCOSX def2/J DEFGRID3
* xyz 1 1
Cd -0.4950 0.0741 0.1004
O -0.8947 -3.3228 -2.1190
C -0.6116 -2.5462 -1.2032
N -1.4122 -1.6508 -0.6219
C -2.6881 -1.4290 -1.2824
C -2.6535 -0.1788 -2.1450
C -3.4163 -0.0883 -3.3052
C -3.3257 1.0481 -4.0898
C -2.4771 2.0723 -3.6905
C -1.7587 1.9109 -2.5208
N -1.8487 0.8194 -1.7609
C 0.8161 -2.5828 -0.6690
C 1.6027 -3.6773 -1.0139
C 2.9414 -3.6877 -0.6714
C 3.4540 -2.6042 0.0311
C 2.5978 -1.5700 0.3586
N 1.3113 -1.5419 0.0120
H -2.9290 -2.2883 -1.9115
H -3.4734 -1.3172 -0.5266
H -4.0633 -0.9076 -3.5876
H -3.9008 1.1333 -5.0021
H -2.3728 2.9731 -4.2780
H -1.0850 2.6828 -2.1675
H 1.1348 -4.4831 -1.5601
H 3.5760 -4.5198 -0.9454
H 4.4942 -2.5680 0.3239
H 2.9629 -0.7221 0.9306
C 3.4736 2.5761 1.4679
N 3.6586 1.8830 0.2108
C 4.8438 1.3954 -0.2829
C 4.5762 0.8014 -1.4542
N 3.2118 0.9174 -1.6998
C 2.6410 1.5886 -0.6398
S 1.0837 2.1597 -0.3275
C 2.5986 0.3262 -2.8421
C 3.4125 -0.0748 -3.8987
C 2.8318 -0.7294 -4.9691
C 1.4653 -0.9346 -4.9669
C 0.7408 -0.4378 -3.8989
N 1.2873 0.1634 -2.8439
H 4.3903 2.5136 2.0482
H 2.6478 2.1215 2.0130
H 3.2160 3.6194 1.2908
H 5.7757 1.5045 0.2415
H 5.2515 0.3100 -2.1257
H 4.4736 0.1207 -3.9023
H 3.4463 -1.0688 -5.7914
H 0.9682 -1.4639 -5.7661
H -0.3325 -0.5472 -3.8803
Se -4.0859 0.9365 7.3714
N -2.5917 0.1656 6.8576
C -2.4721 0.3373 5.5632
C -1.3820 -0.1836 4.7684
C -0.3832 -0.9844 5.3253
C 0.5997 -1.4793 4.5013
C 0.5637 -1.1446 3.1507
N -0.3618 -0.3715 2.6092
C -1.3419 0.1024 3.3929
C -2.3963 0.9115 2.7688
N -2.2850 1.1974 1.4630
C -3.2428 1.9011 0.8819
C -4.3874 2.3378 1.5423
C -4.5173 2.0608 2.8824
C -3.4967 1.3541 3.5223
C -3.5343 1.0763 4.9405
N -4.4878 1.4755 5.7473
H -0.4153 -1.2046 6.3833
H 1.3833 -2.1172 4.8833
H 1.3167 -1.5347 2.4811
H -3.1016 2.1320 -0.1653
H -5.1487 2.8849 1.0055
H -5.3787 2.3742 3.4561
*
```

Here are the natural (NBO) charges for atoms 1 to 8, given in e:
1 Cd 1.66
2 O -0.67
3 C 0.60
4 N -0.85
5 C -0.29
6 C 0.24
7 C -0.25
8 C -0.14